(1)
The following is a quantum chemistry calculation of a molecular structure, C5H12N2O2, from OMol25.

- HOMO level (eV) = -7.878
- frontier orbital gap (eV) = 8.49
- strongest force on any atom (eV Å⁻¹) = 1.0

ORCA input file:
```
! RIJCOSX wB97M-V def2-TZVPD def2/J DEFGRID3
* xyz 0 1
C 0.99666 -0.27924 1.23596
C 0.46417 1.39930 0.28573
C -1.19318 -1.44018 -1.67150
C -0.29957 2.22222 1.28596
N 0.00104 -1.31485 -0.84409
C -0.08396 -0.77872 0.39759
N 1.23937 -1.13246 -1.48513
O 0.68506 -0.25977 2.48015
O -1.20309 -0.91365 1.06567
H -0.82938 -0.67696 2.04378
H 2.01800 -0.38841 0.87677
H 1.50293 -1.99793 -1.94334
H 1.17501 -0.39011 -2.17888
H -0.01692 1.37768 -0.69401
H 1.49141 1.72356 0.14159
H -1.06033 -2.28266 -2.35213
H -1.36052 -0.52978 -2.26184
H -2.05515 -1.62308 -1.03422
H -0.27606 3.28562 1.03029
H -1.34144 1.90472 1.34240
H 0.14596 2.09469 2.27926
*
```

natural (NBO) atomic charge list, values in e, 8 entries:
1 C 0.171
2 C -0.457
3 C -0.427
4 C -0.652
5 N -0.265
6 C 0.602
7 N -0.638
8 O -0.767

***

(2)
The following is a quantum chemistry calculation of 2 unconnected molecules or ions with the total composition C4H5FN3 in a non-equilibrium geometry, from OMol25.

- HOMO level (eV) = -13.025
- frontier orbital gap (eV) = 7.90
- strongest force on any atom (eV Å⁻¹) = 3.0

ORCA input file:
```
! RIJCOSX wB97M-V def2-TZVPD def2/J DEFGRID3
* xyz 1 1
C -1.55059 0.03010 0.19422
C -2.67010 -0.58322 0.35188
C 2.61075 0.85108 0.41767
C 1.10987 -0.92590 -0.42909
N -0.92044 1.12778 0.35545
N -0.01422 1.80470 0.20321
N 1.60847 0.22245 -0.04819
F 0.83724 -1.80068 0.51667
H -3.63471 -0.18123 0.60418
H -2.80995 -1.57210 0.16378
H 2.39289 1.91485 0.82310
H 3.63570 0.47811 0.36087
H 0.85648 -1.01637 -1.56220
*
```

natural (NBO) atomic charge list, values in e, 8 entries:
1 C -0.028
2 C -0.288
3 C 0.135
4 C 0.547
5 N 0.028
6 N 0.026
7 N -0.382
8 F -0.245

***

(3)
The following is a quantum chemistry calculation of 2 unconnected molecules or ions with the total composition C5H10O2 in a non-equilibrium geometry, from OMol25.

- HOMO level (eV) = -8.558
- frontier orbital gap (eV) = 9.30
- strongest force on any atom (eV Å⁻¹) = 1.0

ORCA input file:
```
! RIJCOSX wB97M-V def2-TZVPD def2/J DEFGRID3
* xyz 0 1
C 0.25003 -0.52177 0.14780
C -0.23781 -1.15121 1.43238
C 0.14901 -2.35363 1.83944
O -0.28600 -2.82161 3.06084
H 0.73897 0.42026 0.38404
H 1.02104 -1.14990 -0.30219
H -0.53339 -0.35566 -0.58734
H -0.94033 -0.59745 2.04313
H 0.85292 -2.98669 1.31200
H -0.38657 -3.77495 3.04460
C -0.69211 2.67235 -1.06383
C -0.02893 2.14107 -2.08731
O 1.12148 1.42057 -1.97502
H -1.70094 3.02355 -1.20546
H -0.22623 2.71926 -0.08877
H -0.45996 2.17309 -3.08632
H 1.35884 1.14271 -2.86797
*
```

natural (NBO) atomic charge list, values in e, 8 entries:
1 C -0.626
2 C -0.258
3 C 0.107
4 O -0.700
5 H 0.216
6 H 0.203
7 H 0.215
8 H 0.205

***

(4)
The following is a quantum chemistry calculation of a molecular structure, C10H32O7V in a non-equilibrium geometry, from OMol25.

- expectation value of S² = 3.7539
- HOMO level (spin up / spin down) (eV) = -5.984 / -7.902
- frontier orbital gap (spin up / spin down) (eV) = 6.49 / 8.40
- strongest force on any atom (eV Å⁻¹) = 2.0

ORCA input file:
```
! RIJCOSX wB97M-V def2-TZVPD def2/J DEFGRID3
* xyz 0 4
V 0.73673 -0.29917 0.11775
O 2.76844 0.15383 0.29605
H 3.04614 0.95108 -0.19571
O -1.24507 -0.91155 -0.29544
H -1.35516 -1.40637 -1.13065
C 1.49595 -0.36360 -4.33766
C 0.42496 -0.48356 -3.24510
O 0.80419 0.39016 -2.12594
H 1.42481 -1.22865 -4.99700
H 2.47710 -0.37408 -3.86295
H 1.45747 0.56869 -4.90110
H 0.39440 -1.49974 -2.85197
H -0.55582 -0.28656 -3.67794
H 0.81980 1.27958 -2.48689
C 0.98856 3.53848 1.90846
C 0.74698 3.03290 0.46782
O 0.06215 1.79446 0.47972
H 1.68858 4.37355 1.93560
H 1.42131 2.77592 2.55603
H 0.04557 3.84518 2.36099
H 1.70507 2.98290 -0.04955
H 0.14126 3.78057 -0.04420
H -0.84137 2.01482 0.71778
C -3.69329 3.16575 -0.90888
C -3.54714 1.64402 -0.87307
O -2.64577 1.26814 0.14273
H -4.23372 3.54041 -0.03959
H -4.26580 3.51848 -1.76674
H -2.74015 3.68445 -1.01175
H -3.10432 1.29763 -1.80690
H -4.52638 1.18955 -0.72262
H -2.13565 0.51348 -0.16035
C -0.02695 -4.25846 -0.32806
C 1.10022 -3.44121 0.28647
O 1.44476 -2.35802 -0.57015
H -0.37229 -5.06397 0.32001
H 0.33726 -4.69254 -1.25921
H -0.86459 -3.62194 -0.61315
H 2.02986 -3.95328 0.53476
H 0.79518 -2.99592 1.23346
H 1.80502 -2.80190 -1.34137
C 0.63864 -2.12673 4.03498
C 1.01119 -0.74111 3.44414
O 0.23666 -0.52796 2.29619
H 1.04392 -2.87299 3.35163
H -0.43474 -2.23268 4.19212
H 1.07022 -2.28871 5.02271
H 2.06381 -0.63879 3.18030
H 0.78024 0.04220 4.16607
H -0.41822 0.12327 2.55816
*
```

natural (NBO) atomic charge list, values in e, 8 entries:
1 V 1.305
2 O -1.216
3 H 0.422
4 O -1.215
5 H 0.433
6 C -0.641
7 C -0.059
8 O -0.716

***

(5)
The following is a quantum chemistry calculation of 2 unconnected molecules or ions with the total composition C6H10N2O in a non-equilibrium geometry, from OMol25.

- HOMO level (spin up / spin down) (eV) = -8.757 / -8.756
- frontier orbital gap (spin up / spin down) (eV) = 5.82 / 5.82
- strongest force on any atom (eV Å⁻¹) = 4.4

ORCA input file:
```
! RIJCOSX wB97M-V def2-TZVPD def2/J DEFGRID3
* xyz 0 1
C -1.74815 2.69532 -0.18151
C -2.00991 1.38029 0.05509
C -0.21329 1.56251 -1.29872
C 0.91077 1.44681 -2.29467
C 0.45041 -1.20214 1.69016
C -0.71888 -1.80499 0.82152
N -0.60033 2.78170 -0.93998
N -1.04151 0.73843 -0.70253
O -0.94829 -1.45084 -0.40964
H -2.17003 3.59087 0.24134
H -2.57395 0.91498 0.80167
H 0.45067 1.73908 -3.21767
H 1.75928 2.23726 -2.25648
H 1.42019 0.45961 -2.23375
H 0.04905 -0.34143 2.20728
H 0.77405 -1.84915 2.55060
H 1.36367 -0.89581 1.13383
H -1.60235 -1.90557 1.46748
H -0.51531 -2.95382 0.86626
*
```

natural (NBO) atomic charge list, values in e, 8 entries:
1 C -0.091
2 C -0.159
3 C 0.280
4 C -0.649
5 C -0.642
6 C -0.088
7 N -0.419
8 N -0.119

***

(6)
The following is a quantum chemistry calculation of 2 unconnected molecules or ions with the total composition H4O2, from OMol25.

- HOMO level (eV) = -11.510
- frontier orbital gap (eV) = 12.36
- strongest force on any atom (eV Å⁻¹) = 0.3

ORCA input file:
```
! RIJCOSX wB97M-V def2-TZVPD def2/J DEFGRID3
* xyz 0 1
O 5.27184 19.85891 -4.68518
H 5.29414 19.28728 -5.45263
H 5.29391 20.74542 -5.04553
O 0.60816 19.29952 -1.81628
H 0.10672 20.07418 -1.56196
H 1.30074 19.63764 -2.38395
*
```

natural (NBO) analysis output, partial charges in e:
1 O -0.935
2 H 0.468
3 H 0.467
4 O -0.935
5 H 0.466
6 H 0.469

***

(7)
The following is a quantum chemistry calculation of 3 unconnected molecules or ions with the total composition C15H17FN2O3 in a non-equilibrium geometry, from OMol25.

- HOMO level (eV) = -7.922
- frontier orbital gap (eV) = 7.22
- strongest force on any atom (eV Å⁻¹) = 4.0

ORCA input file:
```
! RIJCOSX wB97M-V def2-TZVPD def2/J DEFGRID3
* xyz 0 1
C 3.94327 -1.78306 -0.74929
C 4.23081 -0.27582 -0.85070
F 5.06446 -0.07612 -1.96861
C 2.98338 0.64327 -1.05255
C 1.63698 -0.05712 -0.98948
C 1.00889 -0.55268 -2.05723
C -0.32542 -1.14214 -1.60337
O -1.03812 -1.91446 -2.08780
O -0.54030 -0.52897 -0.36629
C 0.71264 -0.33711 0.19967
O 0.91085 -0.37128 1.33637
H 3.18114 -2.15611 -1.44731
H 3.75462 -2.07698 0.29966
H 4.88782 -2.29604 -1.02140
H 4.79375 0.03746 0.04444
H 3.08157 1.17648 -2.01072
H 2.97872 1.41837 -0.26036
H 1.38106 -0.51565 -3.08279
C -5.42854 -3.02235 0.98797
C -4.24087 -2.24862 1.08137
C -3.54427 -2.42714 -0.08529
N -4.26205 -3.28087 -0.87668
C -5.41421 -3.64481 -0.23263
H -6.20467 -3.11083 1.73105
H -3.93333 -1.63110 1.90983
H -2.60462 -2.02456 -0.42014
H -3.98523 -3.59187 -1.79049
H -6.12019 -4.31352 -0.69674
C 0.23291 3.06519 2.32983
C 0.58143 4.39009 2.70257
C 0.54694 5.15699 1.56724
N 0.19554 4.34629 0.52237
C -0.00228 3.07086 0.98076
H 0.16158 2.20645 2.97756
H 0.82840 4.74046 3.69157
H 0.74222 6.20521 1.41271
H 0.09718 4.64125 -0.43232
H -0.29206 2.28083 0.30721
*
```

natural (NBO) atomic charge list, values in e, 8 entries:
1 C -0.666
2 C 0.221
3 F -0.376
4 C -0.492
5 C -0.034
6 C -0.289
7 C 0.776
8 O -0.496

***

(8)
The following is a quantum chemistry calculation of 13 unconnected molecules or ions with the total composition C49H128N4O16 in a non-equilibrium geometry, from OMol25.

- HOMO level (eV) = -8.414
- frontier orbital gap (eV) = 8.83
- strongest force on any atom (eV Å⁻¹) = 4.4

ORCA input file:
```
! RIJCOSX wB97M-V def2-TZVPD def2/J DEFGRID3
* xyz 0 1
C -2.35312 -15.19096 -5.66134
O -1.59548 -16.16874 -4.90417
C -2.19945 -16.51852 -3.64616
C -1.75032 -15.48811 -2.55169
N -2.34180 -14.18404 -2.77035
C -2.11810 -13.21982 -1.68951
C -0.65282 -12.87897 -1.51574
O -0.21368 -11.94840 -2.43888
C 1.11238 -11.48195 -2.25925
H -2.63677 -15.66686 -6.60004
H -1.78450 -14.29282 -5.90240
H -3.28711 -14.76498 -5.29483
H -1.88262 -17.50375 -3.30402
H -3.28789 -16.54980 -3.69519
H -0.66625 -15.46512 -2.44053
H -2.11290 -15.76135 -1.56074
H -1.99282 -13.73854 -3.60692
H -2.61426 -13.56541 -0.78260
H -2.62065 -12.28884 -1.95185
H -0.04840 -13.78600 -1.52474
H -0.60873 -12.42054 -0.52781
H 1.46175 -10.80873 -3.04207
H 1.73652 -12.37534 -2.23896
H 1.33668 -10.92284 -1.35086
C -3.52155 -0.32296 -11.91415
O -2.47359 -0.82985 -12.65426
C -2.58820 -2.27561 -12.82692
C -1.57410 -2.69020 -13.94556
N -1.12630 -4.05159 -14.05312
C -0.71600 -4.82675 -12.89962
C 0.58040 -4.37848 -12.16899
O 0.96307 -5.44161 -11.31845
C 1.87475 -5.20392 -10.29639
H -3.70449 -0.92220 -11.02221
H -4.44928 -0.31629 -12.48630
H -3.17201 0.62778 -11.51162
H -3.55161 -2.53539 -13.26561
H -2.43144 -2.69397 -11.83269
H -0.75810 -1.97947 -13.81482
H -1.85635 -2.49597 -14.98031
H -1.40675 -4.57020 -14.87319
H -0.44449 -5.80707 -13.29120
H -1.56345 -4.94750 -12.22483
H 0.60101 -3.45822 -11.58520
H 1.43042 -4.36763 -12.85123
H 1.34990 -4.65890 -9.51178
H 2.83178 -4.82856 -10.65871
H 2.33088 -6.01076 -9.72277
C 4.29742 -2.31132 -0.26332
O 3.72148 -1.09611 0.27075
C 3.58282 -1.15126 1.70923
C 2.93132 0.17587 2.15356
N 1.45334 0.10810 1.95268
C 1.08291 1.53803 1.99300
C -0.46012 1.67004 1.90688
O -0.92532 1.56948 0.54072
C -2.26004 1.25571 0.32623
H 4.12406 -2.31843 -1.33943
H 3.90264 -3.20971 0.21117
H 5.37610 -2.34150 -0.10952
H 4.60171 -1.25450 2.08248
H 2.97110 -2.01624 1.96555
H 3.38872 0.92786 1.51060
H 3.14180 0.32172 3.21305
H 1.39801 -0.17529 0.98483
H 1.72031 2.27202 1.49995
H 1.16125 1.86731 3.02911
H -0.79175 2.67133 2.18171
H -0.93905 0.95633 2.57721
H -2.97437 2.07562 0.40081
H -2.59274 0.67022 1.18333
H -2.37358 0.82009 -0.66646
C -6.77609 2.18745 8.48762
C -5.87993 2.88508 9.45916
C -5.85943 1.99327 10.85516
O -7.13428 2.18022 11.47167
C -7.67982 0.96777 11.96236
N -4.51269 3.13014 8.88490
H -7.68772 1.90360 9.01340
H -6.28622 1.28535 8.12109
H -7.10662 2.86798 7.70293
H -6.30341 3.88943 9.46592
H -5.09308 2.15039 11.61420
H -5.65085 0.93674 10.68678
H -7.94519 0.27375 11.16486
H -8.63245 1.21255 12.43213
H -6.99516 0.42300 12.61241
H -3.97025 2.27835 8.90231
H -4.04800 3.73275 9.54901
C 0.60452 9.90028 -1.89681
C 1.98769 10.28220 -2.39852
C 1.93144 11.26590 -3.63295
O 2.59636 11.18975 -1.42734
H 0.09740 9.07183 -2.39137
H -0.19088 10.64462 -1.85927
H 0.78634 9.42445 -0.93315
H 2.56112 9.41267 -2.71975
H 1.35221 10.73722 -4.38997
H 2.85036 11.38816 -4.20630
H 1.77616 12.31473 -3.38008
H 3.54438 11.04820 -1.48048
C -11.62326 6.71857 0.22375
C -12.94414 7.02351 0.97936
C -12.93966 8.39278 1.58362
O -14.03220 6.97355 -0.00059
H -11.65410 5.86997 -0.45963
H -10.87948 6.41958 0.96232
H -11.31070 7.64067 -0.26628
H -13.24992 6.27750 1.71288
H -12.17554 8.42656 2.36021
H -13.87728 8.69144 2.05241
H -12.84489 9.16107 0.81626
H -13.72559 6.52834 -0.79392
C 2.36718 9.36622 6.50636
C 2.95746 10.79662 6.36468
C 4.25199 10.67530 5.63891
O 2.08710 11.56702 5.63591
H 3.05519 8.77744 7.11307
H 2.11980 8.85351 5.57683
H 1.50215 9.43778 7.16567
H 3.00736 11.24330 7.35770
H 4.42336 11.61835 5.11986
H 4.50883 9.85445 4.96934
H 5.03526 10.60317 6.39348
H 2.10118 11.30386 4.71278
C 1.63372 0.01023 10.52446
C 1.12271 -1.01838 9.56789
C 0.19416 -2.00461 10.42750
O 0.29982 -0.33213 8.58821
H 2.02055 0.85658 9.95687
H 2.50162 -0.39619 11.04376
H 0.86846 0.35503 11.21986
H 1.94875 -1.59616 9.15325
H 0.74520 -2.28660 11.32468
H 0.03852 -2.93242 9.87701
H -0.70384 -1.52084 10.81178
H 0.78001 -0.46907 7.76829
C -5.38255 10.69965 4.48655
C -4.95765 12.17214 4.76445
C -6.15724 13.20921 4.94593
O -4.44828 11.99056 6.00836
H -5.20787 10.44873 3.44031
H -6.37010 10.40949 4.84527
H -4.82394 9.99692 5.10477
H -4.21397 12.60828 4.09749
H -7.08744 12.70379 5.20552
H -6.35030 13.52382 3.92033
H -5.88153 14.06885 5.55676
H -3.49194 11.90835 5.99244
C 3.36619 2.10555 -4.49517
C 1.97913 1.53111 -4.33759
C 1.09719 1.95022 -5.54457
O 2.10809 0.11770 -4.33423
H 3.27202 3.19107 -4.52481
H 3.82070 1.87923 -5.45969
H 4.09837 2.02170 -3.69206
H 1.56922 1.90236 -3.39831
H 1.07634 3.03783 -5.47545
H 0.18233 1.35768 -5.53991
H 1.51510 1.71928 -6.52443
H 2.76776 -0.05418 -3.65829
C 15.96821 -2.37598 -4.03913
C 14.67313 -2.69081 -3.32251
C 13.40991 -1.94158 -3.89726
O 14.31002 -4.04339 -3.55720
H 15.87231 -2.34634 -5.12449
H 16.49008 -3.32091 -3.88794
H 16.52311 -1.50720 -3.68503
H 14.79430 -2.47832 -2.26031
H 12.46419 -2.15380 -3.39859
H 13.35836 -2.04733 -4.98088
H 13.60278 -0.88093 -3.73626
H 15.05395 -4.62394 -3.73360
C 10.39412 -1.29623 7.19114
C 9.91934 -1.85508 8.47641
C 9.28800 -0.83939 9.40800
O 8.86148 -2.77075 8.21514
H 10.92080 -1.94924 6.49523
H 10.99653 -0.46247 7.55177
H 9.60646 -0.92102 6.53776
H 10.64251 -2.38216 9.09876
H 8.40850 -1.19212 9.94666
H 9.12841 0.10111 8.88066
H 9.93258 -0.55973 10.24132
H 8.58616 -3.10660 9.07129
C -3.79133 -4.15186 -5.43451
C -4.42961 -5.48846 -4.95778
C -3.75985 -6.68730 -5.77320
O -4.24334 -5.70786 -3.61437
H -4.13561 -3.32922 -4.80775
H -4.06454 -3.78339 -6.42330
H -2.70903 -4.27728 -5.40319
H -5.50763 -5.60879 -5.06503
H -4.18682 -7.63021 -5.43155
H -2.69200 -6.73598 -5.56002
H -3.84318 -6.44016 -6.83153
H -3.30979 -5.92807 -3.57435
*
```

Mulliken atomic charge list, values in e, 8 entries:
1 C -0.898
2 O -0.396
3 C -0.621
4 C -0.467
5 N -0.251
6 C -1.017
7 C -0.328
8 O -0.292